{
  "formula": "C6H9NO",
  "method": "ωB97M-V with the def2-TZVPD basis set",
  "energy_ha": -363.9521,
  "e_above_lowest_kcal_mol": 45.3,
  "smiles": "C=Cc1ccc[nH]1.O",
  "multiplicity": 1,
  "symbols": ["C", "C", "C", "C", "C", "C", "N", "H", "H", "H", "H", "H", "H", "H", "O", "H", "H"],
  "xyz": [[-1.69, 1.56, 0.76], [-0.51, 1.08, 1.10], [0.06, -0.26, 0.72], [1.39, -0.70, 0.77], [1.37, -1.99, 0.13], [0.09, -2.25, -0.28], [-0.81, -1.21, 0.08], [-2.43, 0.95, 0.17], [-2.15, 2.55, 0.96], [0.26, 1.80, 1.53], [2.13, -0.07, 1.20], [2.09, -2.79, 0.11], [-0.14, -3.10, -0.84], [-1.80, -0.98, -0.17], [0.98, 1.57, -1.84], [1.21, 1.88, -2.74], [-0.03, 1.95, -1.66]]
}